(1)
Here is a structure of composition O4RbS from the OMol25 dataset. Energies are from wB97M-V/def2-TZVPD.

```
6
Properties=species:S:1:pos:R:3:mulliken_charge:R:1
Rb 2.367 -0.508 -1.424 0.90
S -0.497 0.126 0.251 1.28
O 0.625 -0.665 0.804 -0.89
O -1.679 -0.672 0.453 -0.75
O -0.653 1.304 1.041 -0.72
O -0.163 0.414 -1.125 -0.83
```

Calculated values
- Energy above the lowest of the compared OMol25 structures with the same formula, charge and spin: 11.2 kcal per mole
- Strongest force on any atom: 0.0728 hartree/bohr
- Total charge: -1
- HOMO-LUMO gap: 4.0 eV
- DFT total energy: -723.294995 Ha

=====

(2)
Here is an isolated molecule of C4H5NO2 from the OMol25 dataset. Energies are from wB97M-V/def2-TZVPD.

```
12
Properties=species:S:1:pos:R:3:nbo_charge:R:1
C 0.285 -1.020 -0.157 -0.28
C 1.535 -0.304 -0.009 -0.23
C -0.948 -0.446 -0.137 0.39
C 1.650 1.043 0.021 -0.36
N -1.122 0.922 0.183 0.02
O -2.179 -1.107 -0.166 -0.70
O -2.314 1.336 0.000 -0.22
H 0.293 -2.121 -0.043 0.23
H 2.283 -0.996 0.526 0.21
H 2.554 1.438 0.538 0.20
H 1.013 1.756 -0.490 0.21
H -3.050 -0.500 -0.266 0.52
```

Calculated values
- Energy above the lowest of the compared OMol25 structures with the same formula, charge and spin: 23.1 kcal per mole
- Multiplicity: 3
- Strongest force on any atom: 0.0785 hartree/bohr
- ⟨S²⟩: 2.058
- HOMO-LUMO gap (spin up / spin down): 8.9 / 6.9 eV
- DFT total energy: -360.462172 Ha

=====

(3)
Here is a cluster of 10 separate species, H20O10 in total from the OMol25 dataset. Energies are from wB97M-V/def2-TZVPD.

```
30
Properties=species:S:1:pos:R:3:nbo_charge:R:1
O 2.336 2.599 -2.611 -0.95
H 2.950 2.209 -1.979 0.46
H 1.838 1.727 -2.747 0.49
O -2.570 -3.421 -1.059 -0.93
H -2.608 -2.440 -1.027 0.46
H -1.698 -3.496 -0.688 0.47
O -0.356 1.600 2.084 -0.97
H -1.036 1.890 2.671 0.49
H 0.350 2.193 1.844 0.50
O 2.018 -1.406 2.014 -0.98
H 2.831 -0.953 1.833 0.48
H 1.237 -0.891 2.169 0.50
O -0.118 -0.009 0.440 -0.99
H -0.857 0.506 0.885 0.52
H -0.840 -0.608 0.207 0.47
O -2.359 -2.285 1.410 -0.94
H -3.225 -2.422 0.998 0.48
H -2.408 -1.353 1.655 0.46
O -2.857 1.434 0.004 -0.96
H -2.412 2.109 -0.519 0.49
H -3.601 1.927 0.342 0.47
O 3.352 -2.602 -0.489 -0.93
H 2.537 -2.309 -0.073 0.47
H 3.373 -1.847 -1.080 0.45
O 1.372 -0.209 -1.780 -1.02
H 0.780 0.196 -1.091 0.51
H 1.412 -1.166 -1.761 0.48
O -0.182 3.017 -0.522 -0.96
H 0.336 2.244 -0.750 0.48
H 0.405 3.768 -0.380 0.48
```

Calculated values
- Energy above the lowest of the compared OMol25 structures with the same formula, charge and spin: 94.3 kcal per mole
- Structure (SMILES): O.O.O.O.O.O.O.O.O.O
- Strongest force on any atom: 0.0560 hartree/bohr
- HOMO-LUMO gap: 11.0 eV
- DFT total energy: -764.331615 Ha

=====

(4)
Here is a structure of composition C23H37AuN4OS from the OMol25 dataset. Energies are from wB97M-V/def2-TZVPD.

```
67
Properties=species:S:1:pos:R:3:nbo_charge:R:1
Au 0.126 -0.206 -0.387 0.95
C -1.328 -0.331 4.953 -0.59
C 0.003 -0.874 4.407 -0.18
C 1.206 -0.215 5.107 -0.59
C 0.065 -2.405 4.561 -0.59
C 0.093 -0.554 2.989 0.51
N 0.174 -0.287 1.875 -0.54
H -1.343 -0.456 6.035 0.24
H -2.169 -0.881 4.532 0.23
H -1.455 0.728 4.727 0.21
H 1.134 -0.389 6.180 0.24
H 1.227 0.863 4.939 0.21
H 2.144 -0.643 4.753 0.23
H 0.000 -2.655 5.619 0.24
H 1.001 -2.803 4.168 0.22
H -0.767 -2.881 4.043 0.23
C -1.936 -5.938 -4.544 -0.66
C -2.030 -4.967 -3.414 0.28
C -3.109 -4.973 -2.508 -0.20
C -3.097 -4.013 -1.502 0.07
N -2.134 -3.120 -1.385 -0.42
C -1.133 -3.192 -2.273 0.15
S 0.174 -2.095 -2.163 0.18
N -1.067 -4.078 -3.269 -0.42
H -2.744 -6.664 -4.505 0.23
H -0.977 -6.454 -4.511 0.26
H -1.983 -5.398 -5.490 0.26
H -3.908 -5.694 -2.600 0.25
H -3.893 -3.957 -0.768 0.22
C 0.134 5.344 0.738 -0.43
N 0.713 3.985 0.917 -0.33
C -0.046 3.227 1.942 -0.43
C 0.859 3.211 -0.380 -0.25
C -0.452 2.818 -1.010 -0.08
C -1.160 3.769 -1.753 -0.22
C -2.359 3.454 -2.368 -0.20
C -2.881 2.177 -2.244 -0.15
C -2.169 1.210 -1.544 -0.27
C -0.953 1.518 -0.958 -0.21
H 0.137 5.857 1.697 0.24
H -0.889 5.255 0.383 0.24
H 0.722 5.917 0.025 0.24
H 1.661 4.112 1.272 0.43
H -1.051 3.035 1.573 0.24
H -0.105 3.811 2.858 0.24
H 0.447 2.279 2.134 0.23
H 1.447 2.318 -0.161 0.24
H 1.429 3.851 -1.054 0.24
H -0.748 4.764 -1.878 0.22
H -2.878 4.199 -2.957 0.24
H -3.823 1.916 -2.708 0.24
H -2.571 0.205 -1.475 0.24
C 1.800 1.135 -3.261 -0.63
C 2.963 0.562 -2.478 -0.07
O 2.578 0.029 -1.193 -0.61
C 3.486 -0.997 -0.767 -0.07
C 3.011 -1.631 0.520 -0.63
H 2.157 1.454 -4.239 0.25
H 1.343 1.989 -2.767 0.19
H 1.036 0.373 -3.415 0.21
H 3.725 1.327 -2.307 0.18
H 3.420 -0.238 -3.065 0.19
H 4.474 -0.552 -0.620 0.19
H 3.566 -1.752 -1.554 0.18
H 2.922 -0.886 1.311 0.21
H 3.733 -2.385 0.832 0.25
H 2.043 -2.123 0.386 0.19
```

Calculated values
- Energy above the lowest of the compared OMol25 structures with the same formula, charge and spin: 19.4 kcal per mole
- Multiplicity: 3
- Strongest force on any atom: 0.0221 hartree/bohr
- Total charge: +2
- ⟨S²⟩: 2.035
- HOMO-LUMO gap (spin up / spin down): 9.2 / 5.9 eV
- DFT total energy: -1726.110504 Ha

=====

(5)
Here is a cluster of 40 separate species, H80O40 in total from the OMol25 dataset. Energies are from wB97M-V/def2-TZVPD.

```
120
Properties=species:S:1:pos:R:3:mulliken_charge:R:1
H 2.287 1.993 -5.709 0.27
H 3.393 1.100 -5.185 0.30
O 2.727 1.132 -5.748 -0.55
H -5.076 -3.717 0.931 0.28
H -4.533 -4.034 -0.542 0.29
O -5.219 -3.575 -0.047 -0.57
H 5.234 -0.213 2.673 0.30
H 4.222 0.887 2.279 0.20
O 4.835 0.317 2.022 -0.54
H -2.690 -2.170 -4.133 0.30
H -3.323 -0.670 -4.489 0.33
O -3.028 -1.568 -4.801 -0.63
H -1.280 6.064 -3.022 0.33
H -0.932 5.313 -1.713 0.29
O -0.517 5.790 -2.439 -0.63
H 0.080 4.624 4.821 0.28
O -0.426 4.007 4.152 -0.62
H -0.979 -0.341 0.061 -0.58
O -1.600 -0.885 -0.379 0.52
H 3.038 1.036 4.226 0.34
H 3.599 2.253 4.801 0.30
O 3.913 1.451 4.353 -0.64
H -0.771 0.068 4.243 0.25
H -1.424 0.887 5.455 0.20
O -1.344 0.769 4.543 -0.53
H -0.533 0.478 -2.858 0.06
H -1.321 -0.898 -2.507 0.15
O -0.563 -0.476 -2.831 -0.25
H 2.729 0.430 -1.419 0.13
H 4.370 0.669 -1.531 0.24
O 3.421 0.986 -1.603 -0.33
H 0.494 1.040 4.096 0.21
O 1.193 1.527 3.943 -0.53
H 0.485 -2.380 5.963 0.26
H 1.521 -2.114 5.024 0.30
O 0.612 -1.828 5.138 -0.53
H -1.415 2.259 3.088 -0.14
H -2.355 1.553 2.283 0.18
O -1.952 2.404 2.369 -0.06
H -1.449 5.673 1.740 0.26
H -0.568 4.534 1.705 0.14
O -1.042 5.106 1.170 -0.49
H 1.704 -1.306 -1.072 -0.19
H 0.992 0.170 -0.945 -0.24
O 1.330 -0.582 -1.487 1.17
H -3.333 -2.483 2.775 0.29
H -3.651 -1.014 3.112 0.32
O -4.003 -1.959 3.211 -0.65
H 1.327 2.834 -2.250 0.35
H 0.553 3.265 -3.572 0.28
O 1.062 2.539 -3.193 -0.44
H -2.029 3.264 0.955 0.37
O -2.763 3.327 0.226 -0.49
H 1.871 -0.813 -4.130 0.33
H 2.000 -1.198 -5.627 0.32
O 2.439 -1.386 -4.704 -0.84
H 1.153 0.508 2.471 0.35
O 0.336 0.103 2.205 -0.26
H -3.012 1.701 -2.367 0.33
H -1.663 1.298 -2.049 0.09
O -2.218 1.313 -2.825 -0.54
H -5.832 -1.422 2.625 0.31
H -6.336 -0.120 1.881 0.24
O -6.041 -0.956 1.875 -0.52
H 0.253 2.213 -0.559 -0.20
H 0.283 1.206 0.664 -0.37
O 0.445 1.367 -0.283 0.98
H -1.393 -4.986 -1.571 0.31
H -2.592 -5.443 -2.270 0.36
O -2.194 -5.373 -1.364 -0.68
H 3.571 2.377 -3.999 0.15
H 4.376 2.034 -2.837 0.36
O 4.135 2.787 -3.457 -0.65
H 0.729 -6.446 -0.730 0.32
H -0.654 -6.766 -1.287 0.36
O 0.297 -6.778 -1.458 -0.66
H -0.888 -2.571 -4.405 0.36
H -0.328 -2.857 -3.020 0.21
O -0.990 -3.138 -3.660 -0.72
H -4.547 0.055 0.583 0.23
H -3.466 1.010 0.322 0.11
O -4.243 0.804 0.017 -0.52
H -4.493 2.186 3.635 0.21
H -4.672 1.610 2.231 0.22
O -4.263 1.533 3.003 -0.43
H 4.902 2.959 2.769 0.36
H 3.265 3.367 2.900 0.28
O 3.882 2.756 2.362 -0.67
H 2.945 -2.707 -3.983 0.41
O 3.003 -3.565 -3.518 -0.62
H 3.288 -4.154 -0.702 0.32
H 1.949 -3.872 -1.209 0.08
O 2.351 -4.001 -0.386 -0.42
H -3.567 2.839 0.480 0.26
H -1.147 3.434 4.596 0.34
H 0.534 -0.842 2.037 0.04
H -1.647 -1.547 0.312 0.06
H 0.762 2.427 3.678 0.24
H 2.267 -4.137 -3.889 0.29
O 3.652 -3.672 2.202 -0.64
H 3.307 -2.826 1.964 0.09
H 4.073 -4.053 1.455 0.33
O -3.957 -1.344 -1.666 -0.58
H -3.625 -1.984 -2.261 0.19
H -3.272 -1.341 -1.011 0.32
O -4.030 5.431 -1.877 -0.65
H -4.339 4.622 -1.542 0.31
H -3.162 5.493 -1.554 0.29
O 4.304 -1.779 -1.097 -0.52
H 3.531 -1.614 -1.636 0.05
H 4.912 -1.255 -1.635 0.23
O 0.900 -5.169 1.379 -0.55
H 1.654 -5.830 1.682 0.31
H 0.579 -4.666 2.161 0.22
O 2.101 3.228 -0.797 -0.73
H 2.324 2.758 0.017 0.24
H 2.763 2.857 -1.314 0.26
O 2.515 -1.178 1.184 -0.07
H 3.192 -1.796 0.996 0.35
H 2.725 -0.228 1.112 -0.05
```

Calculated values
- Energy above the lowest of the compared OMol25 structures with the same formula, charge and spin: 344.9 kcal per mole
- Strongest force on any atom: 0.1695 hartree/bohr
- HOMO-LUMO gap: 8.2 eV
- DFT total energy: -3057.207653 Ha

=====

(6)
Here is a structure of composition C10H12BrNO2 from the OMol25 dataset. Energies are from wB97M-V/def2-TZVPD.

```
26
Properties=species:S:1:pos:R:3:nbo_charge:R:1
C -2.504 1.906 -0.033 -0.19
C -2.211 1.229 -1.221 -0.23
C -1.486 2.222 0.930 -0.22
C -0.879 0.990 -1.516 -0.17
C -0.210 1.920 0.589 -0.18
C 0.147 1.187 -0.584 -0.15
C 0.807 -2.068 -0.842 -0.67
C 1.422 -1.037 1.380 -0.66
C 1.509 0.742 -0.769 -0.21
C 1.715 -1.166 -0.072 0.13
N 3.092 -1.329 -0.359 0.49
O 3.424 -1.595 -1.461 -0.38
O 3.828 -1.136 0.596 -0.39
Br 2.854 1.804 0.084 0.08
H -3.578 1.845 0.289 0.21
H -2.953 0.970 -1.946 0.22
H -1.741 2.853 1.780 0.22
H -0.594 0.662 -2.487 0.21
H 0.539 2.271 1.282 0.22
H 1.340 -3.053 -1.162 0.24
H 0.483 -1.709 -1.872 0.23
H -0.092 -2.420 -0.455 0.24
H 1.861 -0.021 1.784 0.23
H 1.913 -1.710 1.999 0.24
H 0.326 -1.060 1.640 0.23
H 1.858 0.470 -1.771 0.24
```

Calculated values
- Energy above the lowest of the compared OMol25 structures with the same formula, charge and spin: 118.2 kcal per mole
- Strongest force on any atom: 0.0900 hartree/bohr
- HOMO-LUMO gap: 8.6 eV
- DFT total energy: -3167.331531 Ha

=====

(7)
Here is a cluster of 12 separate species, C5H31NO13 in total from the OMol25 dataset. Energies are from wB97M-V/def2-TZVPD.

```
50
Properties=species:S:1:pos:R:3:nbo_charge:R:1
C 0.872 2.811 2.292 -0.66
C 1.719 3.090 1.073 -0.39
C 1.826 1.781 0.204 -0.16
C 0.348 1.356 0.142 0.48
O -0.190 0.341 0.512 -0.61
N 2.182 1.967 -1.196 -0.62
C 2.952 1.200 -2.034 0.58
O 3.471 0.125 -1.850 -0.63
H 1.111 1.885 2.834 0.23
H 1.201 3.633 2.928 0.23
H -0.238 2.695 2.300 0.24
H 1.319 3.776 0.311 0.21
H 2.699 3.463 1.395 0.23
H 2.412 0.979 0.661 0.24
H -0.289 2.107 -0.425 0.16
H 1.823 2.763 -1.696 0.40
H 3.061 1.678 -3.039 0.12
O -0.267 -2.041 1.217 -1.00
H -1.166 -1.655 1.335 0.48
H -0.048 -1.461 0.438 0.53
O 0.450 -4.505 2.045 -0.97
H 0.918 -4.739 1.228 0.46
H 0.017 -3.667 1.777 0.49
O -2.797 0.106 -1.087 -1.01
H -1.991 -0.100 -0.599 0.49
H -3.474 -0.362 -0.564 0.50
O -0.560 -1.866 -2.009 -1.01
H -1.249 -2.533 -1.960 0.50
H 0.298 -2.140 -1.647 0.52
O -1.390 -0.307 3.755 -0.95
H -0.795 -0.191 4.501 0.48
H -0.976 -0.929 3.149 0.47
O -3.576 -1.249 1.023 -0.96
H -3.850 -2.152 1.252 0.49
H -3.846 -0.758 1.810 0.49
O 0.624 0.138 -3.215 -0.96
H -0.173 -0.387 -2.993 0.49
H 0.328 1.051 -3.295 0.46
O 1.633 -1.701 3.123 -0.96
H 0.869 -1.228 2.742 0.46
H 1.656 -2.492 2.571 0.48
O 2.003 -2.178 -1.000 -0.99
H 2.741 -2.778 -0.817 0.49
H 2.449 -1.333 -1.158 0.51
O -1.565 2.806 -1.918 -0.97
H -2.201 3.506 -2.087 0.49
H -1.848 1.990 -2.346 0.49
O -2.931 -1.139 -3.487 -0.94
H -3.480 -0.632 -2.877 0.48
H -2.082 -0.724 -3.320 0.46
```

Calculated values
- Energy above the lowest of the compared OMol25 structures with the same formula, charge and spin: 66.4 kcal per mole
- Structure (SMILES): CC[C@@H](C=O)NC=O.O.O.O.O.O.O.O.O.O.O.O
- Strongest force on any atom: 0.0515 hartree/bohr
- HOMO-LUMO gap: 10.0 eV
- DFT total energy: -1241.963239 Ha

=====

(8)
Here is a structure of composition C42H63N2O4Tl from the OMol25 dataset. Energies are from wB97M-V/def2-TZVPD.

```
112
Properties=species:S:1:pos:R:3:mulliken_charge:R:1
Tl -1.748 2.089 1.029 1.29
C -2.735 5.102 -1.153 -1.11
N -1.442 4.825 -0.548 0.97
C -1.193 5.685 0.601 -1.17
C -0.354 4.889 -1.510 -1.67
C 0.819 3.995 -1.134 -0.81
N 0.546 2.548 -1.047 1.01
C -0.044 2.053 -2.294 -1.30
C -0.332 0.583 -2.282 1.01
C 0.559 -0.303 -2.831 -0.63
C 0.284 -1.670 -2.888 -0.14
C -0.953 -2.122 -2.391 -0.69
C -1.889 -1.305 -1.814 0.00
C -1.599 0.122 -1.740 0.57
O -2.415 0.937 -1.244 -1.07
C -3.176 -1.877 -1.228 2.46
C -3.115 -1.717 0.302 -0.43
C -4.424 -1.149 -1.766 -1.96
C -3.352 -3.362 -1.558 -2.29
C 1.265 -2.678 -3.462 2.28
C 0.669 -3.281 -4.744 -1.85
C 2.614 -2.037 -3.801 -2.17
C 1.514 -3.786 -2.424 -1.60
C 1.843 1.915 -0.821 -2.82
C 1.975 0.526 -0.255 0.84
C 3.169 -0.103 -0.538 -0.32
C 3.599 -1.241 0.140 -0.18
C 2.788 -1.729 1.182 -0.74
C 1.583 -1.181 1.530 -0.24
C 1.049 -0.101 0.697 0.35
O -0.171 0.153 0.712 -0.07
C 0.807 -1.809 2.692 2.45
C -0.430 -1.031 3.163 -1.72
C 0.366 -3.219 2.259 -1.69
C 1.744 -1.914 3.909 -1.89
C 4.932 -1.915 -0.140 1.94
C 5.781 -1.899 1.142 -1.76
C 4.676 -3.366 -0.578 -1.53
C 5.724 -1.206 -1.242 -1.97
H -2.797 6.124 -1.559 0.35
H -3.517 4.982 -0.403 0.21
H -2.925 4.387 -1.955 0.33
H -1.056 6.735 0.302 0.35
H -0.300 5.347 1.131 0.28
H -2.036 5.619 1.288 0.31
H 0.038 5.915 -1.592 0.53
H -0.731 4.625 -2.499 0.40
H 1.209 4.298 -0.161 0.42
H 1.608 4.174 -1.884 0.43
H 0.633 2.281 -3.133 0.19
H -0.993 2.567 -2.439 0.57
H 1.493 0.088 -3.210 0.43
H -1.165 -3.180 -2.463 0.57
H -3.018 -0.666 0.574 -0.64
H -2.259 -2.260 0.708 -0.38
H -4.025 -2.118 0.752 0.86
H -4.401 -0.097 -1.510 0.30
H -5.321 -1.598 -1.335 0.49
H -4.482 -1.244 -2.853 0.40
H -2.563 -3.979 -1.121 0.31
H -3.377 -3.528 -2.637 0.43
H -4.301 -3.703 -1.143 0.47
H 0.475 -2.496 -5.478 0.39
H -0.271 -3.796 -4.544 0.30
H 1.365 -3.997 -5.183 0.49
H 2.511 -1.283 -4.583 0.42
H 3.302 -2.801 -4.163 0.49
H 3.052 -1.572 -2.914 0.31
H 0.615 -4.370 -2.229 0.37
H 1.845 -3.346 -1.480 0.18
H 2.287 -4.468 -2.782 0.52
H 2.367 2.544 -0.092 0.84
H 2.443 1.961 -1.748 0.47
H 3.807 0.348 -1.288 0.62
H 3.146 -2.581 1.744 0.31
H -1.217 -1.030 2.414 -0.30
H -0.182 0.005 3.399 0.31
H -0.813 -1.513 4.067 0.69
H -0.249 -3.161 1.358 0.06
H -0.218 -3.689 3.053 0.49
H 1.228 -3.854 2.042 0.34
H 2.092 -0.921 4.202 0.35
H 2.614 -2.542 3.716 0.37
H 1.199 -2.348 4.749 0.51
H 5.322 -2.477 1.943 0.31
H 5.913 -0.875 1.496 0.38
H 6.766 -2.325 0.942 0.49
H 4.138 -3.924 0.189 0.23
H 5.623 -3.874 -0.768 0.55
H 4.083 -3.386 -1.495 0.13
H 5.949 -0.176 -0.962 0.40
H 5.182 -1.208 -2.189 0.29
H 6.671 -1.724 -1.397 0.46
C -2.550 1.843 4.964 -1.39
C -3.575 1.955 3.871 0.91
C -4.093 3.196 3.507 -0.41
C -5.011 3.311 2.473 -0.47
C -5.430 2.183 1.780 -0.60
C -4.926 0.941 2.135 -0.21
C -4.002 0.832 3.166 -0.32
H -2.490 0.822 5.339 0.37
H -2.781 2.515 5.791 0.47
H -1.572 2.120 4.563 0.13
H -3.769 4.081 4.043 0.39
H -5.417 4.283 2.217 0.43
H -6.149 2.274 0.975 0.40
H -5.258 0.053 1.612 0.40
H -3.605 -0.143 3.429 0.10
O 1.757 3.696 2.503 -0.71
C 1.222 2.626 2.821 -0.04
O 0.026 2.363 3.087 -0.29
H 1.931 1.739 2.924 0.10
```

Calculated values
- Energy above the lowest of the compared OMol25 structures with the same formula, charge and spin: 0.0 kcal per mole
- Strongest force on any atom: 0.0218 hartree/bohr
- HOMO-LUMO gap (spin up / spin down): 5.9 / 5.6 eV
- DFT total energy: -2221.136354 Ha